Record 1
DFT (ωB97M-V with the def2-TZVPD basis set) results for a 3-piece molecular cluster, C32H74BN3O10P overall.

Results
Total charge = -1
Kohn-Sham gap = 6.08 eV
Electronic energy = -69293.090 eV
HOMO energy = -4.1 eV

Each line ends with the Mulliken charge.
Cartesian coordinates (Å):
C -2.375 -6.043 -2.228  -1.31
C -2.054 -4.507 -2.365  0.07
O -2.904 -3.787 -1.466  -0.22
C -2.956 -2.426 -1.913  -0.28
C -3.569 -1.369 -0.933  -0.92
P -3.220 -1.511 0.941  1.32
C -4.224 -3.111 1.251  -1.00
C -5.492 -3.362 0.362  -0.27
C -6.700 -2.360 0.542  -0.27
N -7.406 -2.062 -0.756  -0.78
C -3.164 -1.332 2.867  -0.76
C -4.460 -0.702 3.512  -0.57
C -4.275 0.843 3.827  -0.12
O -5.142 1.603 2.966  -0.61
O -2.426 0.083 0.945  -0.68
C -1.039 0.022 0.657  -0.33
C -0.270 1.215 1.372  -0.43
B -1.091 2.600 1.142  1.03
O -0.871 3.463 0.048  -0.58
O -2.062 2.990 2.124  -0.49
C -0.490 -1.483 0.910  2.98
C 0.063 -1.739 2.367  -1.30
C 1.615 -1.926 2.520  -1.56
C 2.461 -0.595 2.329  0.54
C 3.986 -1.057 2.322  -0.96
O 4.839 -0.205 1.503  -0.43
C 5.663 0.522 2.382  0.45
C 4.909 1.497 3.373  -0.84
O 6.870 0.447 2.374  -0.56
C 0.413 -2.034 -0.283  0.36
C 1.218 -0.937 -1.083  -0.32
C 0.575 -0.570 -2.488  1.27
C 1.125 0.824 -3.026  -1.56
C 0.818 -1.663 -3.585  -1.33
O -1.673 -2.304 0.793  -0.69
H -1.642 -6.691 -2.775  0.37
H -2.403 -6.319 -1.142  0.27
H -3.384 -6.274 -2.676  0.29
H -2.228 -4.132 -3.418  0.36
H -0.960 -4.388 -2.136  0.02
H -3.608 -2.430 -2.849  0.41
H -1.965 -2.028 -2.290  0.08
H -4.665 -1.269 -1.179  0.01
H -3.136 -0.368 -1.235  0.37
H -4.428 -0.696 1.059  0.22
H -4.537 -3.244 2.323  0.67
H -3.510 -3.966 1.049  0.02
H -5.894 -4.383 0.655  0.39
H -5.296 -3.452 -0.742  0.00
H -7.480 -2.855 1.187  0.29
H -6.443 -1.378 1.001  0.18
H -7.230 -2.809 -1.432  0.29
H -6.953 -1.218 -1.133  0.32
H -2.335 -0.597 3.091  -0.40
H -2.847 -2.273 3.414  0.66
H -5.411 -0.919 2.967  0.24
H -4.569 -1.187 4.531  0.25
H -3.202 1.157 3.792  0.05
H -4.624 1.024 4.893  0.31
H -4.719 2.454 2.747  0.31
H -1.017 0.372 -0.425  -0.57
H 0.751 1.398 0.937  -0.29
H -0.192 1.096 2.487  -0.16
H -0.576 4.353 0.352  0.26
H -1.561 3.033 2.962  0.27
H -0.238 -0.939 3.102  0.19
H -0.449 -2.671 2.738  0.29
H 1.789 -2.209 3.604  0.56
H 2.047 -2.780 1.934  0.46
H 2.291 -0.108 1.341  0.00
H 2.298 0.068 3.213  0.32
H 4.055 -2.087 1.870  0.45
H 4.352 -1.179 3.380  0.28
H 4.785 0.968 4.350  0.28
H 3.888 1.734 2.977  0.19
H 5.539 2.414 3.447  0.35
H -0.294 -2.580 -0.965  -1.18
H 1.146 -2.816 0.053  0.42
H 1.365 0.032 -0.550  0.09
H 2.228 -1.383 -1.332  0.20
H -0.523 -0.398 -2.321  -0.36
H 0.465 1.103 -3.895  0.44
H 2.208 0.786 -3.296  0.31
H 0.901 1.594 -2.232  0.25
H 0.373 -2.661 -3.333  0.09
H 1.908 -1.776 -3.821  0.41
H 0.300 -1.315 -4.527  0.35
C 7.158 -1.475 -3.001  -1.59
C 7.007 -1.192 -1.507  0.36
C 7.740 -2.209 -0.611  -0.63
O 7.082 -3.464 -0.481  -0.36
C 7.306 -4.362 -1.551  -0.69
N 5.582 -1.108 -1.180  -0.40
H 6.525 -2.300 -3.334  0.27
H 6.867 -0.598 -3.582  0.38
H 8.195 -1.714 -3.255  0.38
H 7.459 -0.212 -1.319  0.40
H 7.778 -1.795 0.402  0.29
H 8.780 -2.350 -0.930  0.46
H 8.315 -4.267 -1.963  0.30
H 6.561 -4.214 -2.337  0.24
H 7.181 -5.377 -1.168  0.26
H 5.489 -0.822 -0.204  0.29
H 5.213 -2.059 -1.188  0.30
C -1.793 6.538 -1.740  -1.43
C -1.956 7.288 -0.420  0.30
C -1.889 8.819 -0.567  -0.70
O -0.577 9.338 -0.748  -0.38
C -0.090 9.264 -2.077  -0.64
N -0.959 6.789 0.533  -0.54
H -0.756 6.511 -2.079  0.30
H -2.118 5.502 -1.627  0.30
H -2.399 6.994 -2.528  0.38
H -2.950 7.043 -0.033  0.38
H -2.249 9.262 0.367  0.36
H -2.557 9.175 -1.360  0.41
H -0.886 9.407 -2.814  0.29
H 0.416 8.312 -2.247  0.24
H 0.648 10.058 -2.206  0.25
H -1.131 7.215 1.442  0.26
H -0.055 7.173 0.256  0.26

Record 2
DFT (ωB97M-V with the def2-TZVPD basis set) results for C32H74Br6Cl6O16P4 as an isolated structure.

Results
Kohn-Sham gap = 10.08 eV
Electronic energy = -599699.475 eV
HOMO energy = -10.3 eV

Each line ends with the Mulliken charge.
Cartesian coordinates (Å):
C 20.360 10.961 12.292  -1.35
C 20.224 11.415 13.652  1.93
O 20.878 10.540 14.584  -0.33
P 20.452 10.462 16.095  0.51
O 19.008 10.475 16.390  -0.28
O 21.337 9.282 16.729  -0.32
C 21.354 7.977 15.994  0.00
C 21.097 6.896 16.973  -1.29
O 21.107 11.785 16.804  -0.26
C 22.419 12.239 16.618  -0.05
C 23.269 11.736 17.779  -1.33
H 19.952 11.631 11.569  0.15
H 21.409 10.736 12.033  0.36
H 19.819 10.011 12.209  0.35
H 20.607 12.380 13.777  -0.60
H 19.224 11.464 14.062  -0.50
H 20.551 7.896 15.213  0.23
H 22.364 7.944 15.597  0.28
H 21.299 5.883 16.598  0.39
H 21.763 7.062 17.823  0.29
H 20.078 7.018 17.314  0.28
H 22.909 11.816 15.737  0.23
H 22.417 13.309 16.635  0.39
H 24.369 11.980 17.699  0.36
H 22.952 12.130 18.735  0.34
H 23.197 10.631 17.832  0.24
C 9.334 12.157 16.815  -0.94
C 8.798 12.337 18.236  -0.01
O 8.428 11.045 18.758  -0.34
P 9.409 10.369 19.763  0.13
O 8.910 9.121 20.381  -0.81
O 10.822 10.219 19.056  0.57
C 11.272 8.874 18.692  -0.30
C 12.777 8.890 18.568  -0.65
O 9.689 11.643 20.719  -0.15
C 10.021 11.355 22.056  -0.50
C 9.924 12.515 23.017  -0.91
H 9.498 13.172 16.409  0.41
H 10.346 11.728 16.749  0.10
H 8.532 11.719 16.198  0.30
H 9.589 12.758 18.875  0.14
H 7.874 12.978 18.278  0.38
H 11.103 8.206 19.553  0.36
H 10.733 8.488 17.785  0.23
H 13.365 9.179 19.433  0.38
H 13.058 7.819 18.384  0.37
H 13.077 9.483 17.718  -0.26
H 9.387 10.540 22.409  0.53
H 11.000 10.874 22.124  0.29
H 10.096 12.143 24.026  0.39
H 10.776 13.217 22.867  -0.08
H 9.037 13.121 22.999  0.30
C 16.832 9.414 14.308  -0.76
C 15.919 10.051 15.317  1.03
O 15.676 11.451 14.960  0.35
P 14.599 12.197 15.817  -0.75
O 13.232 11.625 15.811  0.00
O 15.187 12.438 17.248  0.38
C 16.565 12.871 17.398  0.50
C 16.987 12.732 18.822  -1.91
O 14.678 13.632 15.044  0.21
C 13.880 14.661 15.701  0.28
C 14.243 15.925 15.012  -1.13
H 17.570 10.146 13.957  -0.35
H 17.354 8.574 14.741  0.36
H 16.239 9.115 13.435  0.42
H 14.900 9.614 15.407  -0.95
H 16.350 9.969 16.361  0.21
H 17.159 12.204 16.744  -0.12
H 16.658 13.925 17.208  0.20
H 18.027 13.001 18.772  0.47
H 16.524 13.390 19.533  0.35
H 16.917 11.750 19.244  0.40
H 12.814 14.361 15.635  0.15
H 14.193 14.721 16.759  -0.30
H 13.595 16.747 15.294  0.49
H 15.186 16.352 15.314  0.25
H 14.094 15.791 13.903  0.19
C 16.897 12.911 12.235  -0.87
C 17.652 13.979 12.975  0.46
O 19.073 13.879 12.658  0.61
P 19.827 14.721 11.570  0.33
O 19.089 15.923 11.135  -0.80
O 21.223 14.913 12.206  -0.45
C 21.377 15.638 13.429  -0.16
C 20.929 15.004 14.697  0.00
O 20.211 13.595 10.599  -0.16
C 20.638 13.861 9.210  -0.20
C 19.594 13.441 8.260  -1.24
H 15.854 13.148 12.371  0.20
H 17.013 12.974 11.111  0.29
H 17.008 11.881 12.567  -0.01
H 17.270 14.985 12.737  0.21
H 17.556 13.719 14.071  -0.26
H 22.425 15.907 13.501  0.46
H 20.849 16.553 13.391  0.03
H 21.397 15.659 15.450  0.54
H 19.853 14.984 14.819  -0.05
H 21.272 13.977 14.868  -0.54
H 20.909 14.937 9.184  0.36
H 21.472 13.176 9.087  0.26
H 19.972 13.366 7.266  0.43
H 19.304 12.400 8.510  0.27
H 18.648 13.969 8.304  0.31
Cl 17.180 11.603 25.019  -0.19
C 15.546 11.370 24.295  -0.52
C 15.282 12.234 23.079  0.14
Cl 15.307 13.962 23.526  -0.24
H 14.808 11.534 25.059  0.35
H 15.412 10.400 23.847  0.35
H 14.260 12.010 22.714  -0.08
H 15.981 12.029 22.225  0.17
Cl 11.454 8.772 12.415  -0.20
C 11.878 9.561 13.952  0.21
C 12.176 8.568 15.031  0.43
Cl 13.539 7.451 14.760  -0.21
H 11.084 10.181 14.250  0.11
H 12.702 10.248 13.849  -0.16
H 11.266 8.002 15.165  0.55
H 12.294 9.044 15.996  -0.79
Cl 12.799 13.314 10.758  -0.19
C 11.913 13.648 12.231  0.40
C 10.608 12.975 12.158  -0.33
Cl 9.543 13.718 10.901  -0.20
H 11.808 14.724 12.406  0.35
H 12.457 13.137 13.061  -0.47
H 10.103 12.930 13.103  0.16
H 10.779 12.006 11.824  0.27
C 12.969 14.784 20.956  0.09
Br 13.697 15.714 19.445  -0.05
Br 12.425 13.084 20.403  0.27
Br 11.463 15.734 21.919  -0.09
H 13.734 14.704 21.713  -0.10
C 18.389 18.102 13.395  1.74
Br 18.593 17.846 15.325  -0.08
Br 19.501 19.656 12.859  -0.08
Br 16.566 18.305 12.807  -0.08
H 18.751 17.198 12.959  -1.52

Record 3
DFT (ωB97M-V with the def2-TZVPD basis set) results for C32H74FN3O8Zr as an isolated structure.

Results
Kohn-Sham gap = 7.33 eV
Electronic energy = -59228.262 eV
HOMO energy = -6.9 eV

Each line ends with the Mulliken charge.
Cartesian coordinates (Å):
Zr -15.742 23.500 9.440  -0.98
C -14.209 25.828 13.756  -0.92
C -14.400 26.788 12.483  1.57
C -13.699 28.144 12.812  -1.33
C -12.189 28.107 12.625  -0.75
C -11.857 27.643 11.241  -1.27
C -12.449 26.226 10.889  1.27
N -13.928 26.177 11.178  -0.11
O -14.525 24.815 10.948  1.70
C -11.581 25.083 11.573  -1.37
C -12.265 26.226 9.352  -1.31
C -15.896 27.149 12.270  -1.12
H -14.826 24.939 13.626  -0.17
H -14.445 26.340 14.689  0.42
H -13.246 25.329 13.861  0.27
H -13.966 28.504 13.806  0.45
H -14.033 28.987 12.206  0.38
H -11.671 27.449 13.322  0.31
H -11.839 29.106 12.885  0.46
H -10.785 27.605 11.046  0.43
H -12.329 28.420 10.640  0.44
H -12.183 24.243 11.922  0.00
H -10.943 25.434 12.384  0.28
H -10.937 24.729 10.769  0.45
H -12.656 27.126 8.878  0.47
H -12.823 25.399 8.914  -0.50
H -11.240 26.276 8.984  0.63
H -16.088 27.834 11.444  0.42
H -16.351 27.649 13.124  0.53
H -16.611 26.351 12.068  -0.35
C -12.891 24.205 5.090  -1.56
C -13.469 22.811 5.514  1.65
C -12.779 21.700 4.694  -1.37
C -11.270 21.504 4.998  -0.71
C -11.194 21.117 6.486  -1.47
C -11.923 22.117 7.448  2.00
N -13.291 22.387 6.933  -0.03
O -13.985 23.199 7.903  1.54
C -10.919 23.300 7.508  -1.05
C -11.939 21.409 8.819  -2.50
C -14.988 22.571 5.157  -1.62
H -12.677 24.864 5.932  0.16
H -13.569 24.758 4.439  0.47
H -11.889 24.121 4.669  0.32
H -12.891 21.923 3.633  0.42
H -13.359 20.778 4.739  0.48
H -10.607 22.345 4.794  0.31
H -10.892 20.647 4.440  0.45
H -10.158 21.137 6.824  0.43
H -11.667 20.149 6.652  0.45
H -10.280 23.566 6.665  0.28
H -10.133 23.085 8.232  0.56
H -11.412 24.226 7.803  -0.47
H -12.086 22.146 9.609  0.10
H -11.005 20.925 9.104  0.55
H -12.675 20.610 8.910  0.29
H -15.285 22.613 4.109  0.43
H -15.607 23.262 5.730  0.12
H -15.288 21.624 5.605  0.24
C -17.466 23.656 13.687  -1.73
C -18.256 22.450 13.117  1.61
C -19.651 22.494 13.781  -1.19
C -20.727 21.592 13.175  -0.79
C -20.759 21.954 11.673  -1.25
C -19.445 21.608 10.924  1.35
N -18.401 22.472 11.608  -0.21
O -17.149 22.505 10.922  1.82
C -19.750 22.030 9.417  -1.40
C -19.120 20.085 10.974  -1.74
C -17.590 21.119 13.620  -1.72
H -16.399 23.441 13.633  0.06
H -17.762 23.924 14.701  0.32
H -17.750 24.561 13.149  0.26
H -20.035 23.505 13.912  0.48
H -19.638 22.046 14.774  0.30
H -21.636 21.807 13.738  0.43
H -20.442 20.586 13.482  0.35
H -21.091 22.992 11.651  0.36
H -21.547 21.308 11.285  0.47
H -18.923 21.866 8.726  -0.18
H -20.058 23.076 9.417  0.16
H -20.595 21.413 9.111  0.67
H -19.519 19.445 11.761  0.34
H -18.042 19.920 10.981  0.09
H -19.579 19.619 10.102  0.52
H -18.238 20.260 13.442  0.46
H -17.571 21.290 14.696  0.55
H -16.616 20.985 13.150  0.01
F -17.153 23.607 7.802  -0.28
C -18.757 25.716 9.734  -0.88
O -17.519 25.190 10.194  0.17
H -19.530 25.208 10.311  0.21
H -18.843 26.802 9.743  0.32
H -18.910 25.320 8.730  0.12
H -17.321 25.740 10.956  -0.79
C -15.688 19.924 9.027  -1.16
O -16.045 21.281 8.565  0.30
H -16.540 19.280 9.245  0.38
H -15.142 19.462 8.205  0.39
H -15.152 19.942 9.976  0.16
H -16.713 21.016 7.928  0.06
C -15.240 26.095 7.120  -0.76
O -15.565 25.765 8.437  -0.19
H -16.091 26.713 6.835  0.53
H -14.273 26.598 7.116  0.20
H -15.043 25.235 6.480  -0.15
H -15.576 26.620 8.874  0.08
C -14.177 21.742 11.807  -0.91
O -14.298 22.090 10.495  1.25
H -14.283 20.662 11.915  0.52
H -13.153 21.888 12.149  0.32
H -14.785 22.272 12.540  -0.21
H -13.722 21.501 10.002  -0.53
C -19.951 23.570 5.562  -0.53
O -18.818 24.453 5.698  -0.52
H -19.882 22.686 6.196  0.14
H -20.919 24.040 5.741  0.26
H -19.952 23.173 4.547  0.31
H -18.298 24.054 6.400  0.08